Record 1
Below is the molecule C4H7NO, with properties calculated with wB97M-V/def2-TZVPD.

- Energy: -7797.5884 eV
- Relative energy (zero: lowest compared OMol25 entry of this formula, charge and spin): 198.4 kJ/mol
- Net charge: 0
- HOMO energy: -10.03 eV

XYZ file:
```
13
C4H7NO wB97M-V/def2-TZVPD
C 0.40 1.13 1.40
C 0.30 0.50 0.04
C 0.64 -0.92 -0.12
N -0.78 -0.48 -0.13
C -1.32 -0.71 -1.42
O -2.44 -1.06 -1.62
H -0.25 2.00 1.49
H 1.43 1.42 1.59
H 0.09 0.39 2.15
H 0.53 1.15 -0.82
H 1.11 -1.22 -1.06
H 0.85 -1.56 0.72
H -0.56 -0.66 -2.23
```

---

Record 2
Below is the molecule C4H5N2P, with properties calculated with wB97M-V/def2-TZVPD.

- Energy: -16493.9841 eV
- Relative energy (zero: lowest compared OMol25 entry of this formula, charge and spin): 285.8 kJ/mol
- Net charge: 0
- HOMO energy: -8.74 eV

XYZ file:
```
12
C4H5N2P wB97M-V/def2-TZVPD
C 0.82 -1.29 0.31
C -0.46 -1.43 -0.07
N -0.95 -0.32 -0.93
C -0.82 0.78 -0.02
C 0.45 1.01 0.35
N 1.36 -0.06 -0.22
P 0.64 -0.20 -1.92
H 1.67 -1.77 0.76
H -1.21 -2.14 0.23
H -1.68 1.20 0.27
H 0.67 1.77 1.12
H 0.55 1.21 -2.05
```

---

Record 3
Below is a structure of composition C20H10AuN4O4S3, with properties calculated with wB97M-V/def2-TZVPD.

- Energy: -71250.5937 eV
- Relative energy (zero: lowest compared OMol25 entry of this formula, charge and spin): 16.8 kJ/mol
- Net charge: -1
- HOMO energy: -5.92 eV

XYZ file:
```
42
C20H10AuN4O4S3 wB97M-V/def2-TZVPD
Au -1.08 -1.84 -1.06
S -0.55 -3.17 0.84
C 0.47 -4.07 -0.22
S 0.46 -3.37 -1.81
C 1.19 -5.18 0.12
C 1.13 -5.72 1.44
N 1.09 -6.15 2.51
C 2.00 -5.85 -0.85
N 2.64 -6.39 -1.63
S -2.67 0.98 -4.10
C -1.53 0.01 -4.93
C -0.96 -0.93 -4.12
C -1.46 -0.87 -2.80
C -2.40 0.11 -2.64
C -3.01 0.34 -1.35
C -3.90 1.35 -1.02
C -4.38 1.44 0.27
C -3.96 0.52 1.22
C -3.05 -0.44 0.84
N -2.61 -0.54 -0.41
H -1.33 0.19 -5.97
H -0.21 -1.63 -4.46
H -4.19 2.07 -1.78
H -5.07 2.23 0.54
H -4.29 0.57 2.25
H -2.65 -1.16 1.55
O -0.91 1.44 0.95
C 0.19 1.06 0.53
O 0.45 0.22 -0.37
C 1.42 1.73 1.16
C 2.71 1.34 0.79
C 3.82 1.95 1.36
C 3.62 2.95 2.29
C 2.35 3.36 2.68
C 1.26 2.74 2.11
N 4.79 3.61 2.89
O 4.60 4.46 3.74
O 5.89 3.27 2.51
H 2.80 0.55 0.06
H 4.82 1.66 1.09
H 2.25 4.14 3.42
H 0.25 3.02 2.38
```

---

Record 4
Below is a cluster of 9 separate species, C33H90N6O9 in total, with properties calculated with wB97M-V/def2-TZVPD.

- Energy: -63043.6864 eV
- Relative energy (zero: lowest compared OMol25 entry of this formula, charge and spin): 151.5 kJ/mol
- Net charge: 0
- HOMO energy: -9.02 eV

XYZ file:
```
138
C33H90N6O9 wB97M-V/def2-TZVPD
C -3.59 -2.96 -2.14
O -4.36 -2.11 -1.28
C -5.44 -2.79 -0.67
C -5.03 -3.82 0.42
C -6.25 -4.37 1.12
N -4.25 -3.04 1.41
H -2.83 -3.56 -1.64
H -3.04 -2.41 -2.91
H -4.29 -3.60 -2.66
H -6.07 -1.99 -0.27
H -6.02 -3.25 -1.47
H -4.36 -4.54 -0.06
H -6.88 -4.86 0.38
H -6.74 -3.56 1.67
H -5.92 -5.04 1.91
H -3.56 -3.67 1.81
H -3.67 -2.36 0.94
C 2.90 -3.90 -2.07
O 1.97 -4.94 -1.69
C 1.73 -5.00 -0.34
C 0.55 -5.98 -0.05
C -0.83 -5.54 -0.70
N 0.32 -6.16 1.38
H 3.81 -3.94 -1.46
H 2.40 -2.94 -2.10
H 3.15 -4.17 -3.10
H 2.65 -5.36 0.11
H 1.53 -3.97 -0.06
H 0.83 -6.94 -0.49
H -0.65 -5.50 -1.77
H -1.19 -4.59 -0.31
H -1.61 -6.29 -0.62
H 1.07 -6.66 1.83
H -0.50 -6.76 1.43
C 3.55 -1.85 6.67
O 3.27 -2.29 5.37
C 2.20 -3.23 5.40
C 2.02 -3.79 3.96
C 1.73 -2.71 2.92
N 0.93 -4.79 3.91
H 4.54 -1.38 6.62
H 3.75 -2.64 7.39
H 2.87 -1.15 7.15
H 2.52 -4.08 6.00
H 1.30 -2.77 5.83
H 2.89 -4.41 3.74
H 0.71 -2.37 3.10
H 1.88 -2.97 1.87
H 2.29 -1.79 3.06
H 0.86 -5.19 2.98
H 1.31 -5.64 4.29
C -0.30 5.97 1.43
O -0.01 5.18 2.55
C 1.36 4.90 2.80
C 1.86 3.58 2.18
C 1.31 2.35 2.92
N 3.31 3.57 2.31
H -1.34 6.01 1.12
H 0.25 5.62 0.55
H 0.00 7.01 1.61
H 1.92 5.78 2.47
H 1.44 4.81 3.88
H 1.49 3.65 1.16
H 1.67 2.22 3.94
H 1.47 1.40 2.39
H 0.22 2.39 3.00
H 3.70 4.45 1.99
H 3.87 2.99 1.71
C 3.10 5.11 -4.45
O 2.06 4.45 -3.72
C 0.80 4.47 -4.46
C -0.31 3.65 -3.78
C -0.51 3.79 -2.26
N -0.13 2.29 -4.12
H 3.34 4.73 -5.44
H 3.97 5.02 -3.80
H 2.90 6.17 -4.53
H 0.52 5.52 -4.52
H 0.91 4.15 -5.50
H -1.20 4.02 -4.30
H -0.61 4.84 -2.00
H 0.39 3.45 -1.75
H -1.37 3.26 -1.85
H 0.75 2.01 -3.71
H -0.85 1.76 -3.67
C -4.30 3.44 6.04
O -3.36 3.14 4.96
C -3.79 2.05 4.18
C -2.84 1.63 3.02
C -2.40 2.83 2.19
N -3.31 0.58 2.16
H -4.52 2.57 6.65
H -5.20 3.81 5.54
H -3.87 4.24 6.64
H -4.14 1.25 4.84
H -4.73 2.36 3.72
H -1.99 1.20 3.55
H -1.72 2.38 1.47
H -1.90 3.58 2.79
H -3.30 3.30 1.79
H -3.76 -0.04 2.82
H -4.07 0.91 1.59
C 3.90 2.58 -1.16
C 3.83 1.67 -2.40
C 3.82 0.15 -2.10
O 2.62 1.95 -3.00
H 3.09 2.28 -0.49
H 3.72 3.61 -1.49
H 4.77 2.51 -0.51
H 4.62 1.94 -3.10
H 3.43 -0.48 -2.90
H 3.25 -0.11 -1.21
H 4.80 -0.23 -1.84
H 2.51 2.90 -3.05
C -0.37 -0.73 0.83
C -0.75 0.18 -0.34
C -0.11 -0.43 -1.65
O -2.14 0.24 -0.48
H -0.63 -0.35 1.81
H 0.67 -1.04 0.72
H -1.03 -1.59 0.72
H -0.40 1.20 -0.14
H 0.01 0.32 -2.43
H -0.74 -1.22 -2.05
H 0.87 -0.91 -1.56
H -2.54 0.35 0.39
C 1.82 1.21 -7.13
C 0.59 0.31 -6.85
C 0.81 -0.62 -5.71
O -0.46 1.20 -6.63
H 2.10 1.71 -6.21
H 1.58 2.01 -7.83
H 2.65 0.62 -7.51
H 0.27 -0.22 -7.75
H 1.15 -0.24 -4.75
H 1.61 -1.33 -5.90
H -0.12 -1.13 -5.44
H -0.40 1.58 -5.75
```